# 1
{
  "formula": "C20H16NO8ReS2",
  "method": "the ωB97M-V functional and the def2-TZVPD basis",
  "gap_ev": [7.79, 7.54],
  "spin_multiplicity": 4,
  "homo_ev": [-12.404, -12.552],
  "e_tot_ha": -2302.85353,
  "molar_mass_g_mol": 648.688,
  "charge": 1,
  "de_lowest_kcal_mol": 42.4,
  "symbols": ["Re", "O", "C", "O", "C", "C", "C", "C", "C", "N", "C", "O", "O", "H", "H", "H", "O", "S", "C", "C", "C", "C", "C", "C", "C", "C", "C", "C", "C", "C", "H", "H", "H", "H", "H", "H", "H", "H", "H", "H", "C", "S", "O", "O", "O", "H", "H", "H"],
  "positions_angstrom": [[-1.134, 0.755, 0.119], [-3.199, -1.500, -2.616], [-2.468, -0.725, -2.069], [-2.098, -0.736, -0.817], [-1.814, 0.454, -2.783], [-1.972, 0.827, -4.107], [-1.310, 1.967, -4.551], [-0.553, 2.713, -3.656], [-0.467, 2.282, -2.340], [-1.064, 1.162, -1.943], [0.275, 2.984, -1.203], [0.895, 3.995, -1.381], [0.153, 2.322, -0.098], [-2.608, 0.238, -4.749], [-1.393, 2.275, -5.582], [-0.044, 3.620, -3.941], [-0.911, -0.827, 1.589], [0.116, -1.777, 2.162], [0.612, -2.836, 0.775], [0.718, -4.199, 1.007], [1.020, -5.043, -0.050], [1.206, -4.524, -1.321], [1.109, -3.158, -1.541], [0.818, -2.308, -0.487], [1.662, -0.840, 2.280], [1.632, 0.543, 2.247], [2.817, 1.247, 2.397], [4.004, 0.568, 2.614], [4.018, -0.818, 2.676], [2.843, -1.531, 2.509], [0.562, -4.596, 1.998], [1.094, -6.106, 0.117], [1.424, -5.183, -2.147], [1.254, -2.754, -2.531], [0.749, -1.232, -0.645], [0.699, 1.076, 2.136], [2.798, 2.325, 2.353], [4.920, 1.120, 2.750], [4.939, -1.344, 2.867], [2.840, -2.608, 2.570], [-3.724, 2.797, 2.547], [-2.406, 2.835, 1.337], [-2.870, 2.312, 0.033], [-1.820, 4.127, 1.272], [-1.448, 1.757, 1.845], [-4.133, 3.790, 2.675], [-3.255, 2.455, 3.462], [-4.484, 2.099, 2.222]],
  "forces_ev_per_angstrom": [[0.314, -1.539, -0.589], [0.265, 0.169, 0.338], [-0.231, 0.421, -1.756], [0.575, 0.417, 2.041], [-0.496, -0.543, -0.161], [0.112, -0.088, 0.421], [0.009, -0.072, 0.202], [0.034, -0.133, 0.368], [0.429, 0.612, -0.055], [-0.079, 0.332, -0.019], [0.122, 0.737, -2.040], [-0.158, -0.355, 0.223], [-0.502, -1.402, 1.575], [-0.025, -0.107, -0.038], [-0.032, 0.055, -0.070], [0.060, 0.077, 0.012], [-0.875, 1.667, -0.810], [1.638, -0.682, -0.790], [-0.284, -0.071, 0.536], [-0.089, 0.179, 0.095], [0.059, -0.060, -0.094], [-0.010, -0.018, 0.040], [-0.061, 0.172, 0.133], [-0.005, 0.334, -0.073], [-0.340, 0.039, 0.218], [-0.259, -0.078, -0.038], [0.061, -0.018, -0.018], [-0.077, 0.071, -0.030], [-0.125, -0.075, 0.025], [-0.072, -0.046, 0.026], [-0.094, -0.092, 0.143], [0.021, -0.080, 0.033], [0.023, -0.070, -0.047], [0.043, 0.034, -0.088], [0.088, -0.164, -0.040], [0.101, 0.046, 0.097], [0.013, 0.102, 0.005], [0.124, 0.071, -0.001], [0.088, -0.061, -0.012], [0.080, -0.176, -0.042], [0.478, -0.153, -0.432], [-1.199, 2.054, 0.771], [0.052, -0.661, -0.187], [-0.053, -0.059, 0.312], [0.329, -0.809, -0.182], [0.038, 0.193, -0.139], [-0.006, -0.005, 0.202], [-0.084, -0.168, -0.067]],
  "nbo_charge": [1.943, -0.501, 0.758, -0.688, 0.119, -0.181, -0.107, -0.180, 0.135, -0.486, 0.755, -0.508, -0.700, 0.268, 0.249, 0.270, -0.950, 1.314, -0.169, -0.226, -0.190, -0.168, -0.181, -0.231, -0.176, -0.248, -0.173, -0.178, -0.183, -0.238, 0.234, 0.236, 0.234, 0.228, 0.198, 0.226, 0.238, 0.234, 0.234, 0.230, -0.870, 2.360, -0.958, -0.875, -0.902, 0.275, 0.267, 0.263]
}

---

# 2
{
  "formula": "C20H17Br2F4NO3",
  "method": "the ωB97M-V functional and the def2-TZVPD basis",
  "gap_ev": 6.95,
  "spin_multiplicity": 1,
  "homo_ev": -8.514,
  "smiles": "C=CCc1c(CC(=O)Br)c2c(c(CCCN)c1C(F)(F)C(F)F)C(=O)C(Br)=CC2=O",
  "e_tot_ha": -6600.08726,
  "molar_mass_g_mol": 555.160,
  "charge": 0,
  "symbols": ["C", "C", "C", "C", "C", "C", "C", "O", "Br", "C", "C", "C", "C", "C", "C", "N", "C", "C", "F", "F", "C", "F", "F", "C", "O", "C", "Br", "C", "C", "O", "H", "H", "H", "H", "H", "H", "H", "H", "H", "H", "H", "H", "H", "H", "H", "H", "H"],
  "positions_angstrom": [[-0.948, 0.412, 3.698], [-0.016, 1.460, 3.557], [1.018, 1.506, 2.357], [0.469, 0.809, 1.080], [-0.702, 1.459, 0.464], [-1.324, 2.792, 1.023], [-2.654, 2.452, 1.812], [-3.422, 1.612, 1.499], [-2.970, 3.526, 3.463], [-1.369, 0.910, -0.709], [-0.803, -0.326, -1.300], [0.376, -0.964, -0.682], [0.876, -2.282, -1.350], [2.196, -2.081, -2.203], [1.987, -1.456, -3.629], [1.722, 0.000, -3.515], [1.049, -0.422, 0.492], [2.300, -0.987, 1.197], [3.262, 0.034, 1.193], [2.913, -2.066, 0.605], [1.950, -1.444, 2.695], [2.002, -2.825, 2.827], [2.883, -0.919, 3.568], [-1.544, -0.881, -2.534], [-1.051, -1.410, -3.495], [-3.104, -0.665, -2.523], [-4.217, -2.074, -3.284], [-3.620, 0.467, -1.988], [-2.633, 1.516, -1.373], [-2.881, 2.690, -1.480], [-0.751, -0.298, 4.547], [-1.861, 0.298, 3.067], [0.020, 2.319, 4.277], [1.961, 1.081, 2.769], [1.182, 2.592, 2.124], [-1.514, 3.536, 0.200], [-0.664, 3.311, 1.756], [0.080, -2.814, -1.940], [1.120, -2.992, -0.508], [2.745, -3.054, -2.257], [2.834, -1.345, -1.632], [2.987, -1.539, -4.154], [1.257, -1.997, -4.275], [0.809, 0.254, -3.881], [1.871, 0.337, -2.568], [0.900, -1.142, 2.964], [-4.722, 0.614, -1.956]],
  "forces_ev_per_angstrom": [[1.040, 0.655, 0.618], [-0.276, -0.923, -1.191], [-2.086, 1.329, -0.230], [-0.671, -0.285, -1.173], [-0.043, -0.437, -0.894], [0.378, -0.239, 0.861], [0.709, 0.234, -0.809], [0.141, 0.303, 0.236], [0.135, -0.173, -0.659], [2.050, -1.726, 0.451], [0.225, 1.406, 2.027], [-0.638, 0.015, -0.827], [0.422, -0.493, 0.680], [-0.505, 0.365, -0.068], [1.482, 0.059, 0.304], [-0.248, -0.583, -0.439], [-2.526, 1.794, -0.833], [0.480, -0.163, 0.084], [-0.975, -1.160, 0.245], [-0.691, 1.047, 0.285], [0.011, -0.345, 0.400], [0.079, 1.500, -0.454], [-0.965, -0.444, -0.757], [-1.003, 0.140, 0.192], [0.086, 0.088, 0.587], [0.274, 0.648, 0.808], [0.967, 1.110, 0.467], [0.727, -0.977, 0.121], [-0.508, -1.200, -0.448], [0.324, -0.327, 0.349], [-1.681, 1.632, 0.346], [1.741, -1.143, -0.599], [1.278, -1.642, 0.405], [-0.787, 0.318, -0.368], [0.382, -0.979, 0.007], [-0.191, -0.952, 0.792], [-0.429, -0.532, -0.656], [0.739, 0.887, 0.484], [-0.180, 0.725, -0.860], [-0.445, 0.780, 0.000], [-0.377, -0.899, -0.647], [-0.956, -0.194, 0.467], [0.313, 0.552, 0.759], [0.261, -0.026, 0.419], [-0.307, -0.045, -0.361], [1.176, -0.039, -0.054], [1.068, 0.341, -0.069]],
  "nbo_charge": [-0.486, -0.133, -0.516, 0.074, 0.000, -0.567, 0.578, -0.513, -0.051, -0.097, -0.048, 0.067, -0.455, -0.394, -0.225, -0.854, -0.131, 0.630, -0.330, -0.313, 0.502, -0.328, -0.329, 0.511, -0.495, -0.112, 0.096, -0.291, 0.561, -0.499, 0.219, 0.227, 0.223, 0.269, 0.233, 0.300, 0.248, 0.236, 0.231, 0.222, 0.199, 0.179, 0.210, 0.368, 0.355, 0.172, 0.257]
}